Computed, not measured: C23H29FN4O3S in the gas phase at a distorted geometry, with ωB97M-V with the def2-TZVPD basis set.

Element x y z (Å)
1 C 1.480 0.042 4.208
2 C 0.791 0.088 2.847
3 N -0.210 -0.906 2.739
4 C -1.386 -0.583 2.127
5 O -1.801 0.434 1.803
6 C -2.115 -1.767 1.784
7 O -1.611 -2.720 2.024
8 N -3.268 -1.867 1.336
9 C -3.972 -0.619 0.990
10 C -5.057 -0.844 0.175
11 O -6.165 -1.920 0.361
12 C -5.559 -2.703 1.533
13 C -4.081 -2.855 1.120
14 C 2.010 0.177 1.736
15 C 3.121 0.913 1.846
16 C 2.677 2.434 1.777
17 C 3.844 3.232 1.498
18 C 5.077 2.446 1.762
19 S 4.690 0.935 1.561
20 N 1.345 -0.221 0.452
21 C 2.227 -0.828 -0.723
22 C 1.414 -1.277 -1.556
23 N 0.646 -0.408 -2.349
24 C 0.932 0.730 -3.408
25 C 0.138 1.322 -4.222
26 C 0.467 2.237 -5.250
27 C 1.534 2.027 -5.840
28 C 2.748 1.278 -5.073
29 C 2.328 0.480 -3.974
30 F 3.133 -0.261 -3.509
31 C -0.168 0.283 -1.248
32 C 0.772 0.990 -0.153
33 H 1.986 -1.000 4.387
34 H 0.569 0.337 5.023
35 H 2.290 0.610 4.269
36 H 0.474 1.187 2.840
37 H 0.196 -1.622 2.708
38 H -4.536 -0.125 1.868
39 H -3.312 0.110 0.520
40 H -4.572 -1.352 -0.871
41 H -5.731 0.135 -0.204
42 H -6.091 -3.770 1.305
43 H -5.704 -2.456 2.600
44 H -3.791 -3.707 1.723
45 H -3.972 -3.288 0.087
46 H 2.604 -0.854 1.892
47 H 1.818 2.800 1.740
48 H 3.977 4.274 1.774
49 H 5.993 2.851 1.528
50 H 2.781 -1.644 -0.227
51 H 3.014 -0.144 -1.032
52 H 1.837 -1.725 -2.528
53 H 0.603 -1.859 -1.247
54 H -0.955 1.330 -3.938
55 H -0.218 2.518 -5.776
56 H 1.792 2.382 -6.713
57 H 3.524 1.080 -5.590
58 H -0.882 1.062 -1.634
59 H -1.038 -0.297 -0.991
60 H 0.013 1.288 0.627
61 H 1.354 1.613 -0.512

Summary:
Multiplicity: 1
Lowest unoccupied orbital energy in eV: 0.41
Structure (SMILES): C[C@H](NC(=O)C(=O)N1CCOCC1)[C@H](c1cccs1)N1CCN(c2ccccc2F)CC1
Charge: 0
Highest occupied orbital energy in Eh: -0.2977
Gap between HOMO and LUMO in eV: 8.51

Löwdin population analysis, charges in e, atoms 1 to 8: atom 1 (C): -0.052, atom 2 (C): -0.287, atom 3 (N): 0.197, atom 4 (C): -0.404, atom 5 (O): 0.155, atom 6 (C): -0.553, atom 7 (O): 0.221, atom 8 (N): -0.013



Computed, not measured: a molecular structure, C23H29GeN2O2PtSe at a distorted geometry, with ωB97M-V with the def2-TZVPD basis set.

Element x y z (Å)
1 Pt 0.683 -1.175 -0.791
2 O 4.564 -0.844 0.638
3 C 3.354 -0.861 0.426
4 O 2.793 -0.838 -0.707
5 C 2.404 -0.925 1.626
6 C 2.861 -1.131 2.931
7 C 1.959 -1.182 3.968
8 C 0.577 -1.075 3.690
9 C -0.436 -1.188 4.660
10 C -1.760 -1.067 4.316
11 C -2.130 -0.821 2.992
12 C -1.168 -0.706 2.021
13 C 0.192 -0.844 2.341
14 N 1.117 -0.740 1.356
15 H 3.925 -1.217 3.092
16 H 2.297 -1.312 4.987
17 H -0.154 -1.390 5.685
18 H -2.526 -1.171 5.074
19 H -3.177 -0.736 2.737
20 H -1.414 -0.527 0.983
21 C 1.010 3.663 -4.026
22 Ge 1.968 4.263 -2.392
23 C 3.762 3.429 -2.394
24 C 2.106 6.261 -2.401
25 C 1.037 3.691 -0.735
26 Se 0.740 1.714 -0.734
27 C -1.045 1.802 -1.528
28 H 1.558 3.956 -4.919
29 H 0.007 4.076 -4.091
30 H 0.940 2.579 -4.012
31 H 4.314 3.659 -3.302
32 H 3.643 2.351 -2.324
33 H 4.348 3.756 -1.539
34 H 2.628 6.606 -3.287
35 H 2.649 6.612 -1.529
36 H 1.121 6.719 -2.390
37 H 0.081 4.180 -0.566
38 H 1.681 3.890 0.121
39 H -1.018 2.419 -2.423
40 H -1.748 2.220 -0.810
41 H -1.306 0.774 -1.772
42 C 0.093 -4.264 -0.015
43 C -1.372 -3.958 -0.028
44 C -2.288 -4.825 0.525
45 C -3.648 -4.544 0.521
46 C -4.091 -3.354 -0.038
47 C -3.216 -2.463 -0.610
48 C -3.690 -1.182 -1.222
49 C -1.813 -2.733 -0.627
50 N -0.981 -1.885 -1.191
51 H 0.269 -5.316 0.201
52 H 0.607 -3.663 0.743
53 H 0.539 -4.015 -0.984
54 H -1.942 -5.751 0.974
55 H -4.357 -5.247 0.942
56 H -5.148 -3.115 -0.021
57 H -4.777 -1.155 -1.279
58 H -3.274 -1.075 -2.221
59 H -3.346 -0.326 -0.640

Summary:
Multiplicity: 3
Lowest unoccupied orbital energy (spin up / spin down) in eV: 2.33 / 2.28
Charge: -1
⟨S²⟩: 2.024
Relative energy (zero: lowest compared OMol25 entry of this formula, charge and spin) in eV: 0.000
Highest occupied orbital energy (spin up / spin down) in Eh: -0.1167 / -0.1443
Gap between HOMO and LUMO (spin up / spin down) in eV: 5.50 / 6.21

Löwdin population analysis, charges in e, atoms 1 to 8: atom 1 (Pt): 0.875, atom 2 (O): 0.019, atom 3 (C): -0.647, atom 4 (O): -0.233, atom 5 (C): -0.177, atom 6 (C): 0.007, atom 7 (C): 0.000, atom 8 (C): -0.155



Computed, not measured: a molecular structure, C23H29I2N8O2Ti at a distorted geometry, with ωB97M-V with the def2-TZVPD basis set.

Element x y z (Å)
1 Ti 0.224 1.058 0.134
2 I -5.580 1.404 -4.869
3 C -3.933 0.892 -3.695
4 C -3.952 -0.344 -3.073
5 C -3.082 -0.636 -2.056
6 I -3.294 -2.509 -1.168
7 C -2.070 0.311 -1.741
8 O -1.174 0.052 -0.771
9 C -1.983 1.545 -2.468
10 C -0.814 2.501 -2.261
11 N -0.558 2.838 -0.837
12 C -1.839 3.264 -0.096
13 C -2.289 2.193 0.856
14 C -3.633 1.891 1.091
15 C -3.955 1.113 2.209
16 C -2.932 0.545 3.000
17 C -1.602 0.894 2.748
18 N -1.280 1.595 1.625
19 C -2.943 1.844 -3.460
20 H -4.687 -1.081 -3.402
21 H -0.993 3.435 -2.770
22 H 0.123 2.081 -2.655
23 H 0.112 3.627 -0.799
24 H -2.627 3.508 -0.809
25 H -1.557 4.160 0.502
26 H -4.416 2.336 0.439
27 H -4.984 0.926 2.487
28 H -3.161 -0.100 3.854
29 H -0.808 0.752 3.491
30 H -2.938 2.758 -4.047
31 N -0.262 -3.581 1.210
32 C 1.028 -3.697 1.998
33 C 1.554 -2.429 2.723
34 C 2.239 -1.317 1.890
35 N 1.350 -0.055 1.724
36 C 2.882 -1.800 0.533
37 C 2.412 -3.185 -0.060
38 N 1.194 -3.002 -0.920
39 C 2.097 -4.223 1.043
40 H -0.916 -2.869 1.533
41 H -0.722 -4.483 1.114
42 H 0.136 -3.282 0.206
43 H 0.863 -4.436 2.784
44 H 2.237 -2.778 3.490
45 H 0.756 -1.935 3.332
46 H 3.142 -1.008 2.507
47 H 1.750 0.699 2.312
48 H 0.534 -0.227 2.299
49 H 3.977 -1.899 0.628
50 H 2.672 -0.973 -0.198
51 H 3.232 -3.603 -0.697
52 H 1.199 -3.760 -1.630
53 H 1.241 -2.135 -1.465
54 H 3.034 -4.436 1.583
55 H 1.700 -5.150 0.590
56 N 3.696 1.323 -2.277
57 C 2.865 1.671 -1.264
58 O 1.768 1.036 -1.186
59 C 3.278 2.753 -0.350
60 C 4.433 3.476 -0.616
61 N 5.435 3.983 -0.990
62 C 2.455 3.016 0.757
63 N 1.419 2.939 1.323
64 H 4.528 1.829 -2.402
65 H 3.422 0.684 -2.986

Summary:
Multiplicity: 3
Lowest unoccupied orbital energy (spin up / spin down) in eV: -2.80 / -2.84
Charge: +1
⟨S²⟩: 2.004
Relative energy (zero: lowest compared OMol25 entry of this formula, charge and spin) in eV: 0.000
Highest occupied orbital energy (spin up / spin down) in Eh: -0.2909 / -0.3649
Gap between HOMO and LUMO (spin up / spin down) in eV: 5.11 / 7.09

Löwdin population analysis, charges in e, atoms 1 to 8: atom 1 (Ti): 0.755, atom 2 (I): 0.881, atom 3 (C): -0.747, atom 4 (C): -0.271, atom 5 (C): -0.649, atom 6 (I): 0.887, atom 7 (C): -0.364, atom 8 (O): -0.285



Computed, not measured: C23H29N3O2 in the gas phase, with ωB97M-V with the def2-TZVPD basis set.

Element x y z (Å)
1 C 0.761 3.791 3.557
2 C 1.210 2.601 2.765
3 C 1.497 2.701 1.410
4 C 1.895 1.587 0.699
5 C 2.023 0.353 1.326
6 N 2.461 -0.744 0.544
7 C 1.821 -1.933 0.398
8 O 0.823 -2.241 1.019
9 C 2.487 -2.856 -0.633
10 N 1.891 -2.907 -1.955
11 C 0.741 -3.770 -2.124
12 C -0.576 -3.150 -1.645
13 C -0.815 -1.811 -2.343
14 N -1.980 -1.170 -1.772
15 C -2.893 -0.487 -2.489
16 O -2.916 -0.452 -3.700
17 C -3.914 0.240 -1.607
18 C -3.199 1.278 -0.791
19 C -2.776 1.008 0.506
20 C -2.071 1.953 1.230
21 C -1.785 3.185 0.667
22 C -2.198 3.461 -0.625
23 C -2.895 2.513 -1.351
24 C 0.410 -0.900 -2.190
25 C 1.686 -1.637 -2.618
26 C 1.772 0.233 2.695
27 C 1.979 -1.057 3.421
28 C 1.354 1.365 3.380
29 H 0.894 4.709 2.990
30 H -0.293 3.695 3.817
31 H 1.325 3.869 4.485
32 H 1.411 3.652 0.905
33 H 2.110 1.670 -0.357
34 H 3.159 -0.513 -0.150
35 H 2.465 -3.869 -0.226
36 H 3.535 -2.557 -0.757
37 H 0.927 -4.707 -1.597
38 H 0.667 -3.990 -3.195
39 H -1.402 -3.830 -1.855
40 H -0.526 -2.990 -0.567
41 H -1.028 -1.965 -3.406
42 H -1.971 -1.064 -0.768
43 H -4.408 -0.490 -0.964
44 H -4.653 0.701 -2.263
45 H -3.014 0.057 0.966
46 H -1.743 1.726 2.233
47 H -1.246 3.927 1.235
48 H -1.976 4.421 -1.070
49 H -3.211 2.726 -2.361
50 H 0.277 -0.006 -2.802
51 H 0.477 -0.584 -1.147
52 H 2.565 -1.007 -2.456
53 H 1.622 -1.848 -3.692
54 H 1.957 -0.900 4.496
55 H 2.935 -1.501 3.145
56 H 1.199 -1.769 3.151
57 H 1.153 1.283 4.439

Summary:
Multiplicity: 1
Lowest unoccupied orbital energy in eV: 0.66
Structure (SMILES): Cc1ccc(NC(=O)CN2CCC(NC(=O)Cc3ccccc3)CC2)c(C)c1
Charge: 0
Relative energy (zero: lowest compared OMol25 entry of this formula, charge and spin) in eV: 0.659
Highest occupied orbital energy in Eh: -0.3084
Gap between HOMO and LUMO in eV: 9.05

Löwdin population analysis, charges in e, atoms 1 to 8: atom 1 (C): -0.053, atom 2 (C): -0.290, atom 3 (C): -0.061, atom 4 (C): -0.012, atom 5 (C): -0.194, atom 6 (N): 0.129, atom 7 (C): -0.463, atom 8 (O): 0.053